Entry from OMol25: one molecule with the formula CH4FP (wB97M-V/def2-TZVPD).

## Properties
- HOMO level: -9.5 eV
- Kohn-Sham gap: 0.384 Eh
- Largest force on an atom: 2.8 eV Å⁻¹
- SMILES: CPF
- LUMO level: 0.971 eV

ORCA input file:
```
! wB97M-V def2-TZVPD RIJCOSX def2/J DEFGRID3
* xyz 0 1
C -0.41989 -0.28755 0.59146
F 1.60250 1.27571 -0.27230
P 0.91725 -0.13110 -0.73268
H -0.18213 -1.15815 1.35581
H -1.08924 -0.77253 -0.15262
H -0.80447 0.57527 1.15939
H -0.02401 0.49834 -1.94907
*
```



Entry from OMol25: an isolated ion of composition CH4IN2 and charge +1 (wB97M-V/def2-TZVPD).

## Properties
- HOMO level: -14.5 eV
- Kohn-Sham gap: 0.312 Eh
- Largest force on an atom: 3.5 eV Å⁻¹
- SMILES: N/C=[NH+]/I
- LUMO level: -5.981 eV

ORCA input file:
```
! wB97M-V def2-TZVPD RIJCOSX def2/J DEFGRID3
* xyz 1 1
C 0.28233 -0.20011 -0.25386
N 0.73634 -0.61805 0.88446
N -0.86237 0.45383 -0.39080
I -1.57941 1.37628 -2.24528
H 0.67465 -0.49399 -1.20101
H 1.65564 -1.02946 1.01528
H 0.33860 -0.24880 1.76061
H -1.24577 0.76031 0.43060
*
```



Entry from OMol25: a 2-piece molecular cluster, CH4IN2S overall (wB97M-V/def2-TZVPD).

## Properties
- HOMO level (spin up / spin down): -12.3 / -12.1 eV
- Kohn-Sham gap (spin up / spin down): 0.149 / 0.140 Eh
- Largest force on an atom: 5.4 eV Å⁻¹
- LUMO level (spin up / spin down): -8.272 / -8.340 eV

ORCA input file:
```
! wB97M-V def2-TZVPD RIJCOSX def2/J DEFGRID3
* xyz 1 1
C 0.21706 0.48080 0.09044
N 1.07207 -0.36942 -0.34409
N -0.25452 1.48854 -0.68480
S -1.25855 2.74546 -0.02560
I -4.21667 -0.25591 0.10196
H 0.15055 0.42456 1.14063
H 1.43197 -1.00261 0.24092
H 1.48167 -0.21510 -1.28819
H 0.18169 1.65756 -1.56878
*
```



Entry from OMol25: CH4IOP as an isolated structure (wB97M-V/def2-TZVPD).

## Properties
- HOMO level (spin up / spin down): -7.8 / -8.1 eV
- Kohn-Sham gap (spin up / spin down): 0.264 / 0.295 Eh
- Largest force on an atom: 1.8 eV Å⁻¹
- LUMO level (spin up / spin down): -0.665 / -0.042 eV

ORCA input file:
```
! wB97M-V def2-TZVPD RIJCOSX def2/J DEFGRID3
* xyz 0 1
C -0.21827 0.86754 -0.35208
O -0.65409 -0.26621 -0.76463
P -1.27069 -1.63156 -0.23241
I -0.65434 1.61460 1.55994
H 0.03734 1.59449 -1.10527
H 1.80428 -0.42413 -0.32368
H 2.44607 -0.51989 0.10864
H -1.49029 -1.23483 1.10949
*
```



Entry from OMol25: a 2-piece molecular cluster, CH4IOPS overall (wB97M-V/def2-TZVPD).

## Properties
- HOMO level (spin up / spin down): -8.2 / -8.8 eV
- Kohn-Sham gap (spin up / spin down): 0.252 / 0.281 Eh
- Largest force on an atom: 3.6 eV Å⁻¹
- LUMO level (spin up / spin down): -1.334 / -1.208 eV

ORCA input file:
```
! wB97M-V def2-TZVPD RIJCOSX def2/J DEFGRID3
* xyz 0 1
C 0.65252 -1.48805 0.64297
O -0.30030 2.45666 -1.28913
P -0.61787 -0.28598 1.03775
S 0.64957 2.34285 0.04557
I -2.09875 -0.82028 -0.86775
H 1.44592 -0.88853 0.32944
H 0.36004 -2.21629 -0.24596
H 1.06048 -2.11965 1.49967
H -1.15161 3.01928 -1.15257
*
```



Entry from OMol25: one molecule with the formula CH4IOPS (wB97M-V/def2-TZVPD).

## Properties
- HOMO level: -8.4 eV
- Kohn-Sham gap: 0.247 Eh
- Largest force on an atom: 2.8 eV Å⁻¹
- SMILES: CP(O)SI
- LUMO level: -1.695 eV

ORCA input file:
```
! wB97M-V def2-TZVPD RIJCOSX def2/J DEFGRID3
* xyz 0 1
C -1.08396 -0.81430 0.45726
O -0.83284 1.43649 -0.75851
P -0.17600 0.77581 0.57148
S 1.99088 -0.02867 -0.52932
I 4.48737 -0.31005 -0.18941
H -2.05741 -0.55817 -0.12485
H -0.55062 -1.63183 -0.04239
H -1.18239 -1.27613 1.56376
H -0.59503 2.40684 -0.94801
*
```



Entry from OMol25: CH4IPS2 as an isolated structure (wB97M-V/def2-TZVPD).

## Properties
- HOMO level (spin up / spin down): -7.9 / -7.8 eV
- Kohn-Sham gap (spin up / spin down): 0.268 / 0.250 Eh
- Largest force on an atom: 1.1 eV Å⁻¹
- LUMO level (spin up / spin down): -0.588 / -0.971 eV

ORCA input file:
```
! wB97M-V def2-TZVPD RIJCOSX def2/J DEFGRID3
* xyz 0 1
C -1.25558 0.60787 -1.11048
P -2.63334 -1.97242 -0.20402
S 2.67324 0.02279 2.07007
S -1.61816 -0.27467 0.25932
I -0.07829 2.31613 -0.93654
H -1.46845 0.26916 -2.10613
H 3.04625 1.26924 1.82575
H -2.54513 -1.78663 -1.58749
H 3.87947 -0.45147 1.78952
*
```



Entry from OMol25: CH4KO as an isolated structure (wB97M-V/def2-TZVPD).

## Properties
- HOMO level: -13.1 eV
- Kohn-Sham gap: 0.313 Eh
- Largest force on an atom: 3.0 eV Å⁻¹
- LUMO level: -4.568 eV

ORCA input file:
```
! wB97M-V def2-TZVPD RIJCOSX def2/J DEFGRID3
* xyz 1 1
K -1.48731 -3.42174 3.18974
C -0.05459 0.70121 -0.63095
O 0.66835 -0.27889 -0.03004
H -0.82826 1.01790 0.06851
H 0.58191 1.58538 -0.66565
H -0.45682 0.52651 -1.62883
H 1.57673 -0.13037 -0.30279
*
```